No. 1
Computed, not measured: a molecular structure, C29H15ClF4IN7O6PtS in a non-equilibrium geometry, with wB97M-V/def2-TZVPD.

The geometry in XYZ format:
```
65
C29H15ClF4IN7O6PtS wB97M-V/def2-TZVPD
Pt -0.0253 -1.0566 0.0414
C -3.8272 -5.2376 -5.5045
C -2.8472 -4.5995 -4.6077
C -2.1363 -5.3927 -3.6828
C -1.1390 -4.8398 -2.9136
C -0.8609 -3.4751 -3.0259
C -1.5852 -2.6549 -3.8830
C -2.5750 -3.2185 -4.6658
S 0.5973 -2.8706 -2.1899
O 0.7879 -1.4447 -2.3331
O 1.6882 -3.7361 -2.4813
N 0.3021 -2.9727 -0.5060
C 1.4695 -2.9962 0.2218
C 2.4921 -3.9424 0.2790
C 3.5656 -3.6568 1.1093
C 3.5945 -2.4753 1.8486
C 2.5558 -1.5667 1.7282
N 1.5374 -1.8398 0.9234
H -4.6053 -5.7403 -4.9239
H -3.3436 -6.0377 -6.0728
H -4.2869 -4.5376 -6.1946
H -2.3636 -6.4470 -3.6005
H -0.5516 -5.4388 -2.2370
H -1.3621 -1.6009 -3.9324
H -3.1312 -2.5974 -5.3515
H 2.4426 -4.8366 -0.3222
H 4.3904 -4.3508 1.1818
H 4.4244 -2.2510 2.4985
H 2.5426 -0.6266 2.2655
O -3.8680 -0.0944 -1.3760
Cl -2.6849 0.3273 -0.7890
O -2.3695 1.6680 -1.0298
O -2.7002 0.1082 0.6235
O -1.5981 -0.5336 -1.3010
F -2.7511 5.3387 0.7347
C -3.0770 4.3000 1.4780
C -4.3456 4.2542 2.0580
F -5.1753 5.2621 1.8553
C -4.7722 3.1414 2.8161
C -3.8221 2.1159 3.0229
C -2.5567 2.1813 2.4840
F -1.6631 1.2492 2.8310
C -2.1614 3.2398 1.6416
C -0.9000 3.1751 0.9401
C -0.3640 1.9263 0.7353
N 0.0279 0.8370 0.6139
C -0.2444 4.3074 0.4381
N 0.3327 5.2431 0.1095
F -4.1280 1.0726 3.7939
C -6.0945 3.0394 3.3636
C -6.9406 4.1377 3.5382
N -7.6482 5.0185 3.7440
C -6.6275 1.8140 3.7777
N -7.0741 0.8022 4.0899
I -2.7640 -3.2206 -0.3036
C -2.5218 -2.3841 1.6194
C -3.5964 -2.3995 2.4943
C -3.4009 -1.8908 3.7682
C -2.1454 -1.4182 4.1218
C -1.1379 -1.4335 3.1704
N -1.3364 -1.9006 1.9439
H -4.5486 -2.7937 2.1761
H -4.2245 -1.8567 4.4671
H -1.9475 -1.0323 5.1100
H -0.1512 -1.0532 3.3968
```

## Properties
Charge: +2
LUMO energy (spin up / spin down), eV: -10.390 / -10.360
E_tot, eV: -98574.8353
Multiplicity: 1
E_HOMO (spin up / spin down), eV: -13.9 / -13.9
ΔE to the lowest compared entry with this formula, charge and spin, kcal/mol: 77.8

***

No. 2
Computed, not measured: 2 unconnected molecules or ions with the total composition C12H21N2O in a non-equilibrium geometry, with wB97M-V/def2-TZVPD.

The geometry in XYZ format:
```
36
C12H21N2O wB97M-V/def2-TZVPD
C 1.2392 -1.4558 -4.1344
C -0.1038 -1.0328 -4.2910
C 1.8533 -1.1687 -2.9090
C -0.7500 -0.3680 -3.3024
C 1.2537 -0.3795 -1.9338
C -0.1039 0.0249 -2.1080
C 1.1423 2.2464 -0.3829
C 0.5228 0.5714 2.8790
C -1.1731 -0.9391 2.4107
C 1.0107 -1.3145 1.6119
C -2.1551 0.6177 -0.8790
C -0.7710 0.8318 -1.1257
N -0.1755 1.6524 -0.3202
N -0.0222 -0.2686 1.7552
O -2.6599 1.3676 0.3215
H 1.6372 -2.0984 -4.9237
H -0.6713 -1.3150 -5.2293
H 2.8167 -1.6448 -2.5253
H -1.7816 -0.0686 -3.5578
H 1.8389 -0.3477 -0.9957
H 1.5848 2.0521 0.5489
H 1.6727 1.7413 -1.1427
H 1.2227 3.3953 -0.3574
H 0.5681 -0.1378 3.7083
H 1.6641 0.8228 2.7590
H -0.0111 1.4899 3.1501
H -1.6634 -1.5259 1.6030
H -0.7493 -1.5254 3.2972
H -1.9756 -0.2045 2.5059
H 1.9861 -0.9053 1.3861
H 1.1812 -1.9049 2.4698
H 0.7950 -2.0346 0.8258
H -2.7684 1.0601 -1.6255
H -2.2821 -0.5555 -0.7804
H -0.7523 1.9170 0.4361
H -2.6732 0.6394 0.9791
```

## Properties
Charge: +1
LUMO energy, eV: -4.206
E_tot, eV: -17803.4361
Multiplicity: 1
E_HOMO, eV: -12.8
ΔE to the lowest compared entry with this formula, charge and spin, kcal/mol: 74.5

***

No. 3
Computed, not measured: a molecular structure, C12H11ClN2O2SeZr, with wB97M-V/def2-TZVPD.

The geometry in XYZ format:
```
30
C12H11ClN2O2SeZr wB97M-V/def2-TZVPD
Zr 2.0419 1.0508 0.8876
Cl -2.1061 4.0812 6.1525
C -1.1593 3.1382 5.0840
C -0.5503 1.9634 5.5403
C 0.2240 1.1670 4.7055
C 0.4162 1.5508 3.3983
O 1.1459 0.7889 2.5491
C -0.1896 2.7431 2.9088
C -0.0451 3.1729 1.5784
O 0.6999 2.6121 0.7031
C -0.9902 3.5221 3.7755
H -0.6918 1.6676 6.5721
H 0.6736 0.2587 5.0818
H -0.5952 4.0499 1.2350
H -1.4597 4.4265 3.4091
Se 4.1392 2.4162 1.2165
C 4.5193 0.7575 0.3202
C 4.8888 0.7005 -1.0228
C 4.9296 -0.5440 -1.6433
N 4.5824 -1.6862 -1.0368
C 4.2558 -1.6415 0.2460
C 4.2019 -0.4447 0.9707
H 5.1498 1.5964 -1.5713
H 5.2214 -0.6280 -2.6838
H 4.0286 -2.5856 0.7301
H 4.0131 -0.4629 2.0410
N 1.4617 -0.3719 -0.8869
H 0.8960 0.0818 -1.6083
H 0.9106 -1.1834 -0.5988
H 2.2743 -0.7620 -1.3722
```

## Properties
Charge: +2
LUMO energy, eV: -8.664
E_tot, eV: -98833.6174
Multiplicity: 1
E_HOMO, eV: -15.4
ΔE to the lowest compared entry with this formula, charge and spin, kcal/mol: 0.0

***

No. 4
Computed, not measured: 4 unconnected molecules or ions with the total composition C24H48NO15P in a non-equilibrium geometry, with wB97M-V/def2-TZVPD.

The geometry in XYZ format:
```
89
C24H48NO15P wB97M-V/def2-TZVPD
C 4.0671 -2.1793 0.6922
C 5.3562 -2.1386 -0.1613
C 5.4169 -0.9082 -1.0751
C 4.6960 -1.0915 -2.4246
C 3.4644 -0.1806 -2.6338
C 2.1218 -0.9287 -2.6506
C 0.9441 0.0564 -2.4855
C -0.1965 -0.3208 -1.5094
C -1.2716 -1.1580 -2.2178
C -0.7439 -2.5546 -2.6258
C -1.7539 -3.6807 -2.3279
C -1.4655 -4.4194 -1.0198
N -2.2021 -3.8298 0.1067
C 0.1594 -0.9733 -0.1663
O 0.9358 -1.8689 0.0945
O -0.6507 -0.4370 0.8191
C -1.6032 0.4280 0.2174
C -0.7627 1.0210 -0.9448
O 0.1913 1.7889 -0.2368
P -1.7484 2.0530 -2.0727
O -1.3174 2.0898 -3.4720
O -1.6750 3.5372 -1.4604
O -3.2556 1.5565 -1.8777
H 3.5295 -1.2376 0.6374
H 4.3077 -2.3810 1.7333
H 3.4032 -2.9755 0.3694
H 5.3802 -3.0432 -0.7648
H 6.2163 -2.1264 0.5036
H 6.4582 -0.6457 -1.2537
H 4.9744 -0.0765 -0.5280
H 5.4041 -0.8896 -3.2248
H 4.3596 -2.1214 -2.5385
H 3.4397 0.6063 -1.8786
H 3.5731 0.3431 -3.5845
H 2.0765 -1.4069 -3.6288
H 2.1305 -1.7252 -1.9132
H 1.3449 1.0431 -2.2755
H 0.4594 0.1558 -3.4540
H -1.5387 -0.6192 -3.1230
H -2.1444 -1.2975 -1.5885
H 0.1997 -2.7752 -2.1385
H -0.5673 -2.5452 -3.6994
H -2.7503 -3.2430 -2.2677
H -1.7288 -4.4168 -3.1267
H -1.8259 -5.4416 -1.1415
H -0.3910 -4.4699 -0.8356
H -2.2979 -2.8340 -0.0236
H -1.7291 -3.9906 0.9831
H -2.5335 -0.0376 -0.0803
H -1.7833 1.2368 0.9244
H 0.6894 2.3442 -0.8471
H -1.7169 3.4880 -0.4962
H -3.7523 1.8247 -2.6615
C 0.9314 3.3747 2.2487
O 1.4431 4.6770 1.9359
C 1.0499 5.6381 2.7657
O 0.3217 5.4960 3.7124
O 1.5983 6.7834 2.3690
C 1.2575 7.9103 3.1791
H 1.3254 2.6975 1.5078
H 1.2665 3.0541 3.2341
H -0.1561 3.3698 2.2012
H 1.5990 7.7651 4.2020
H 0.1833 8.0834 3.1642
H 1.7679 8.7645 2.7448
C -4.9255 -1.0666 -1.8564
O -4.3113 -1.4217 -3.0968
C -4.9969 -2.3080 -3.8202
O -6.0485 -2.8009 -3.5179
O -4.3070 -2.5505 -4.9320
C -4.9243 -3.4944 -5.8106
H -4.2640 -0.3496 -1.3825
H -5.8972 -0.6033 -2.0210
H -5.0338 -1.9403 -1.2145
H -5.8942 -3.1309 -6.1438
H -5.0346 -4.4595 -5.3202
H -4.2620 -3.5952 -6.6650
C 1.3680 -0.7770 7.9419
O 0.5375 0.3755 8.0932
C 0.4467 1.1287 6.9986
O 0.9902 0.9118 5.9484
O -0.3475 2.1609 7.2677
C -0.5303 3.0520 6.1642
H 1.3523 -1.2929 8.8974
H 0.9764 -1.4342 7.1680
H 2.3892 -0.4863 7.7033
H -0.9950 2.5345 5.3269
H 0.4183 3.4853 5.8558
H -1.1881 3.8450 6.5057
```

## Properties
LUMO energy, eV: 0.161
E_tot, eV: -67160.2919
Multiplicity: 1
E_HOMO, eV: -9.2
SMILES: CCCCCCC[C@@]1(CCCCN)C(=O)OC[C@]1(O)P(=O)(O)O.COC(=O)OC.COC(=O)OC.COC(=O)OC

***

No. 5
Computed, not measured: 2 unconnected molecules or ions with the total composition C5H14 in a non-equilibrium geometry, with wB97M-V/def2-TZVPD.

The geometry in XYZ format:
```
19
C5H14 wB97M-V/def2-TZVPD
C 0.5304 -1.6334 -1.7904
C 0.6541 -0.5921 -0.6819
C 1.6831 -0.8978 0.4026
H 0.2984 -1.1988 -2.7560
H -0.2054 -2.4220 -1.5854
H 1.3811 -2.3165 -1.9115
H 0.9386 0.3757 -1.1077
H -0.3547 -0.4886 -0.3068
H 1.3247 -1.8124 0.8920
H 2.7323 -1.0833 0.1882
H 1.6117 -0.1382 1.1781
C -1.0385 1.3561 1.6458
C -1.7419 1.7301 0.3383
H -0.6627 2.3096 2.0156
H -1.7107 0.8454 2.3236
H -0.1967 0.7351 1.3609
H -1.1119 2.0499 -0.4670
H -2.5273 2.4597 0.5520
H -2.4899 1.0103 -0.0264
```

## Properties
LUMO energy, eV: 1.102
E_tot, eV: -5411.3508
Multiplicity: 1
E_HOMO, eV: -11.2
SMILES: CCC.CC
ΔE to the lowest compared entry with this formula, charge and spin, kcal/mol: 16.1

***

No. 6
Computed, not measured: a molecular structure, C2H2NO3S2 in a non-equilibrium geometry, with wB97M-V/def2-TZVPD.

The geometry in XYZ format:
```
10
C2H2NO3S2 wB97M-V/def2-TZVPD
C 0.7604 -0.0050 0.0237
C 2.2009 -0.2151 -0.0625
N -0.0467 -0.9547 0.0769
O -1.9410 0.7373 1.4095
O 2.9897 0.5198 -0.6211
O -1.6098 1.0960 -0.9623
S -3.3639 -1.1920 -0.2948
S -1.9642 0.1563 0.0536
H 0.3330 0.9756 0.0410
H 2.6416 -1.1182 0.3360
```

## Properties
Charge: -1
LUMO energy, eV: 3.408
E_tot, eV: -31409.1774
Multiplicity: 1
E_HOMO, eV: -5.0
ΔE to the lowest compared entry with this formula, charge and spin, kcal/mol: 45.8